<a>
Formula: C2H7NO
Source: OMol25
Level of theory: wB97M-V/def2-TZVPD

Element x y z (Å)
C: 0.471 2.097 -1.736
C: 0.021 1.319 -0.759
O: -0.030 -0.040 -0.966
H: 0.567 3.167 -1.706
H: 0.784 1.584 -2.638
H: -0.362 1.649 0.198
H: -0.267 -0.437 -0.131
N: -0.359 -2.088 1.799
H: -0.498 -2.086 2.806
H: -0.938 -2.859 1.494
H: 0.610 -2.307 1.639

Results
**SMILES**: C=CO.N
**Spin multiplicity**: 1
**Net charge**: 0
**HOMO energy**: -0.3206 Ha

Results of the Löwdin charge analysis, in e, for atoms 1 through 6: C -0.004; C -0.278; O -0.027; H 0.043; H 0.058; H 0.108

=====

<b>
Formula: C2H7NO
Source: OMol25
Level of theory: wB97M-V/def2-TZVPD

Element x y z (Å)
C: 0.110 -1.702 2.044
C: 1.003 -0.808 1.596
N: 1.635 -0.855 0.296
H: -0.260 -2.616 1.706
H: -0.381 -1.578 3.049
H: 1.337 0.100 2.073
H: 1.676 -1.631 -0.177
H: 2.351 -0.133 0.067
O: -2.754 2.883 -3.834
H: -2.148 2.536 -3.175
H: -2.570 3.804 -3.645

Results
**SMILES**: C=CN.O
**Spin multiplicity**: 1
**Net charge**: 0
**HOMO energy**: -0.3060 Ha

Results of the Löwdin charge analysis, in e, for atoms 1 through 6: C -0.040; C -0.250; N 0.038; H 0.015; H 0.056; H 0.091

=====

<c>
Formula: C2H7NO
Source: OMol25
Level of theory: wB97M-V/def2-TZVPD

Element x y z (Å)
C: -1.834 0.416 -0.382
C: -0.794 1.201 -0.116
N: 0.270 0.942 0.709
H: -1.961 -0.582 0.030
H: -2.607 0.811 -1.022
H: -0.782 2.189 -0.569
H: 0.419 0.000 1.027
H: 1.104 1.487 0.594
O: 1.811 -2.035 -0.101
H: 0.854 -2.165 -0.141
H: 2.028 -1.476 -0.856

Results
**SMILES**: C=CN.O
**Spin multiplicity**: 1
**Net charge**: 0
**HOMO energy**: -0.3039 Ha

Results of the Löwdin charge analysis, in e, for atoms 1 through 6: C -0.047; C -0.326; N 0.042; H 0.041; H 0.032; H 0.102

=====

<d>
Formula: C2H7NO
Source: OMol25
Level of theory: wB97M-V/def2-TZVPD

Element x y z (Å)
C: -0.677 -1.035 -1.266
C: 0.289 -0.089 -1.274
N: 1.253 -0.034 -0.236
H: -0.521 -1.896 -0.597
H: -1.353 -1.199 -2.102
H: 0.035 0.821 -1.803
H: 1.809 -0.879 -0.195
H: 1.846 0.740 -0.519
O: -0.800 1.034 2.217
H: -1.524 0.564 2.660
H: -0.482 0.310 1.658

Results
**SMILES**: C=CN.O
**Spin multiplicity**: 1
**Net charge**: 0
**HOMO energy**: -0.3232 Ha

Results of the Löwdin charge analysis, in e, for atoms 1 through 6: C -0.035; C -0.292; N 0.019; H 0.051; H 0.040; H 0.097

=====

Stability, highest: <c>

=====

<a>
Formula: C2H7NO
Source: OMol25
Level of theory: wB97M-V/def2-TZVPD

Element x y z (Å)
N: 0.251 1.853 -0.570
C: -0.064 0.691 0.460
C: 0.068 -0.621 -0.223
O: -0.254 -1.876 0.540
H: 0.466 1.419 -1.502
H: -0.463 2.518 -0.825
H: 0.840 0.794 1.145
H: -1.000 0.866 0.928
H: -0.592 -0.545 -1.024
H: 1.030 -0.776 -0.483
H: -0.030 -2.654 0.011

Results
**SMILES**: NCCO
**Spin multiplicity**: 1
**Net charge**: 0
**HOMO energy**: -0.3507 Ha

Results of the Löwdin charge analysis, in e, for atoms 1 through 6: N -0.023; C -0.202; C -0.241; O -0.091; H 0.061; H 0.036

=====

<b>
Formula: C2H7NO
Source: OMol25
Level of theory: wB97M-V/def2-TZVPD

Element x y z (Å)
N: -0.115 1.554 -4.497
C: 0.729 0.381 -4.431
O: 0.919 -0.327 -5.428
H: -0.861 1.600 -3.857
H: -0.534 1.726 -5.470
H: 1.143 0.334 -3.448
C: -0.259 -1.064 5.487
H: -0.207 -2.145 5.671
H: 0.221 -1.003 4.330
H: 0.241 -0.420 6.367
H: -1.277 -0.636 5.275

Results
**SMILES**: NC=O.C
**Spin multiplicity**: 1
**Net charge**: 0
**HOMO energy**: -0.3767 Ha

Results of the Löwdin charge analysis, in e, for atoms 1 through 6: N 0.056; C -0.329; O 0.000; H 0.046; H 0.122; H 0.105

=====

<c>
Formula: C2H7NO
Source: OMol25
Level of theory: wB97M-V/def2-TZVPD

Element x y z (Å)
C: -0.999 -0.117 -1.535
O: -0.926 -1.178 -0.976
H: -0.284 0.197 -2.312
H: -1.820 0.596 -1.352
C: 0.762 0.608 0.833
N: 0.501 -0.753 1.217
H: 0.209 0.935 -0.075
H: 0.483 1.271 1.651
H: 1.827 0.724 0.633
H: 0.723 -1.397 0.466
H: -0.476 -0.886 1.450

Results
**SMILES**: C=O.CN
**Spin multiplicity**: 1
**Net charge**: 0
**HOMO energy**: -0.3342 Ha

Results of the Löwdin charge analysis, in e, for atoms 1 through 6: C -0.177; O -0.034; H 0.088; H 0.089; C -0.202; N -0.063

=====

<d>
Formula: C2H7NO
Source: OMol25
Level of theory: wB97M-V/def2-TZVPD

Element x y z (Å)
C: 1.903 0.059 0.704
C: 0.844 -0.564 0.220
N: 0.186 -0.213 -0.998
H: 2.319 0.887 0.141
H: 2.294 -0.197 1.685
H: 0.361 -1.349 0.783
H: 0.223 0.788 -1.168
H: 0.487 -0.655 -1.853
O: -2.449 0.662 0.134
H: -1.698 0.102 -0.112
H: -3.013 0.130 0.712

Results
**SMILES**: C=CN.O
**Spin multiplicity**: 1
**Net charge**: 0
**HOMO energy**: -0.3512 Ha

Results of the Löwdin charge analysis, in e, for atoms 1 through 6: C 0.000; C -0.286; N -0.007; H 0.057; H 0.053; H 0.092

=====

Stability, highest: <d>